[1]
Formula: C24H42Cl2F2N2O8SSr
Source: the OMol25 dataset
Level of theory: wB97M-V/def2-TZVPD

Positions of all 82 atoms, in Å:
C  9.15823  3.23968  0.49499
O  9.90943  1.98965  0.28886
C  9.00416  0.83096  0.36385
C  7.98799  0.84553  -0.93292
C  7.79384  -0.69511  -1.52089
C  6.24254  -1.15015  -1.19478
C  6.03038  -1.36518  0.44045
C  4.42945  -1.10715  0.72471
C  3.58311  -2.53430  0.67594
C  2.03683  -2.17425  1.13416
C  1.18656  -1.72638  -0.19343
C  -0.01009  -0.72021  0.30703
C  -0.97685  -0.18175  -0.95345
F  -0.93903  -1.24486  -1.95390
F  -0.17079  0.95794  -1.53724
O  -2.17742  0.28706  -0.38682
C  -3.46111  0.03789  -0.99548
N  -3.83818  -1.36822  -1.30698
C  -4.18439  -1.75808  -2.67934
C  -5.71897  -1.72343  -3.34789
O  -3.24924  -2.26930  -3.52936
C  -3.52144  -2.42957  -0.33569
C  -4.81487  -3.14316  0.45504
O  -2.33386  -2.92455  0.04508
C  -4.65755  0.52247  0.06904
O  -5.88605  -0.09295  -0.58408
C  -5.08633  2.09402  0.05849
C  -4.32109  3.14333  1.01213
C  -5.13731  3.21973  2.47124
Cl  -2.53150  2.99202  1.29919
N  -4.71254  0.02792  1.41377
C  -3.69460  -0.43454  2.29750
C  -3.27089  0.51707  3.60814
O  -2.00534  0.98118  3.79775
Cl  -4.46869  0.96166  4.98621
S  -3.40302  1.14784  -2.55664
C  -2.73061  2.89696  -2.17462
O  -2.44309  0.65301  -3.65656
O  -4.78638  1.34926  -3.21577
H  9.92835  4.09963  0.73476
H  8.42577  3.15380  1.41493
H  8.59522  3.55984  -0.49826
H  8.44333  0.83022  1.40158
H  9.69688  -0.14016  0.32653
H  8.49003  1.51715  -1.75663
H  6.95757  1.32652  -0.57261
H  8.50318  -1.47686  -0.99042
H  7.90711  -0.68839  -2.69170
H  5.94604  -2.16355  -1.70151
H  5.50519  -0.29746  -1.55917
H  6.26301  -2.47655  0.78121
H  6.66530  -0.61421  1.07813
H  4.28577  -0.64745  1.79796
H  3.91035  -0.39975  -0.07674
H  4.07060  -3.26196  1.48075
H  3.61393  -3.02475  -0.40597
H  1.55379  -3.17862  1.56112
H  2.02687  -1.35645  1.97408
H  0.70775  -2.71339  -0.64014
H  1.81703  -1.11861  -0.99501
H  -0.63588  -1.25991  1.14560
H  0.42884  0.26286  0.82302
H  -6.54839  -1.75474  -2.51553
H  -5.84500  -0.86267  -4.13028
H  -5.78853  -2.74360  -3.96412
H  -4.43250  -3.47867  1.53455
H  -5.75819  -2.45533  0.50160
H  -5.06472  -4.10619  -0.16487
H  -6.31331  0.59268  -1.17705
H  -5.25407  2.59207  -0.98650
H  -6.20213  2.06399  0.50607
H  -4.50574  4.22699  0.54112
H  -4.41855  3.63016  3.29669
H  -6.00636  4.00428  2.32371
H  -5.61402  2.17621  2.69576
H  -5.69164  -0.00935  1.76954
H  -4.10368  -1.42181  2.84443
H  -2.64267  -0.80853  1.87675
H  -2.31183  3.31497  -3.21191
H  -1.82512  2.89248  -1.44058
H  -3.56257  3.64808  -1.84588
Sr  -4.04839  -1.08498  6.02722

Values from the calculation:
lowest unoccupied orbital energy: -9.471 eV
relative energy (zero: lowest compared OMol25 entry of this formula, charge and spin): 15.5353 eV
HOMO energy: -0.431 hartree
total charge: +2

[2]
Formula: C24H42Cl6F9N3O9
Source: the OMol25 dataset
Level of theory: wB97M-V/def2-TZVPD

Positions of all 93 atoms, in Å:
C  -4.61077  -1.09373  -2.08197
C  -5.41997  -2.31860  -1.64191
O  -4.55669  -3.37429  -1.11460
C  -4.32074  -4.36210  -1.90154
O  -4.58225  -4.45341  -3.07953
C  -3.56874  -5.37567  -0.99228
F  -2.32977  -4.88642  -0.83938
F  -4.12242  -5.54061  0.19993
F  -3.43674  -6.59517  -1.58898
H  -5.27698  -0.35669  -2.59854
H  -3.73725  -1.35196  -2.68066
H  -4.33255  -0.57172  -1.16956
H  -6.04118  -2.68283  -2.47942
H  -6.07066  -2.08464  -0.77336
C  2.17625  5.10854  -2.46875
C  0.97274  4.21877  -2.40086
O  0.83934  3.30736  -3.52598
C  1.39595  2.13428  -3.41030
O  2.06784  1.72171  -2.52235
C  1.07009  1.25877  -4.62675
F  -0.21042  1.38197  -4.94407
F  1.82325  1.69513  -5.69825
F  1.34554  -0.04459  -4.48110
H  2.32645  5.67288  -3.38553
H  3.09630  4.56937  -2.25631
H  2.04810  5.86645  -1.65224
H  0.09905  4.86071  -2.42720
H  0.90282  3.64250  -1.46033
C  5.43741  2.45389  -1.21151
C  5.19927  1.14062  -0.48117
O  5.53586  0.04931  -1.36700
C  4.63075  -0.87946  -1.33425
O  3.53634  -0.95550  -0.79554
C  5.01538  -2.02163  -2.32193
F  5.92428  -2.85573  -1.70136
F  3.97798  -2.76574  -2.71270
F  5.66011  -1.48467  -3.37570
H  4.71516  2.47426  -2.04870
H  6.45079  2.59598  -1.52659
H  5.15056  3.22308  -0.50417
H  4.18652  0.98512  -0.06810
H  5.93319  1.04361  0.35316
C  -3.01958  3.41836  -2.82321
N  -2.01158  3.12492  -1.80342
C  -2.05987  3.97026  -0.62896
C  -1.67403  1.83062  -1.63168
O  -1.13538  1.45120  -0.59213
H  -2.77273  4.37948  -3.27760
H  -4.06350  3.38027  -2.58226
H  -2.87634  2.61091  -3.52767
H  -1.92214  5.04491  -0.74729
H  -3.02327  3.89818  -0.08807
H  -1.29125  3.52971  0.01955
H  -1.74980  1.32556  -2.57011
C  1.18985  -2.39126  5.07531
N  0.70222  -3.47248  4.24928
C  -0.66725  -3.66269  4.05883
C  1.60943  -3.85807  3.28437
O  1.30013  -4.52821  2.32935
H  0.96966  -1.36035  4.71039
H  2.29132  -2.44691  5.11670
H  0.78381  -2.44568  6.09017
H  -0.75236  -4.30384  3.21178
H  -1.16470  -4.12241  4.97490
H  -1.16718  -2.72013  3.82481
H  2.62582  -3.44005  3.54269
C  -0.70743  -2.71500  0.56806
N  -0.01483  -1.57048  0.11364
C  0.14094  -1.40639  -1.31191
C  0.50765  -0.64844  0.92936
O  0.45699  -0.63234  2.17898
H  -0.23607  -3.60399  0.14077
H  -1.73255  -2.73030  0.19409
H  -0.67577  -2.66242  1.66473
H  -0.57693  -2.07923  -1.85957
H  -0.02941  -0.39030  -1.62559
H  1.15976  -1.62340  -1.51623
H  1.02901  0.12103  0.29994
Cl  -3.04806  -0.53278  2.80307
C  -2.19231  1.01249  2.50014
Cl  -3.11011  2.37575  3.23307
H  -1.21433  0.90098  2.98106
H  -2.15711  1.08277  1.43318
Cl  1.01424  2.85807  1.46777
C  1.82681  2.07529  2.80229
Cl  3.62566  2.38325  2.72565
H  1.57725  2.52683  3.77074
H  1.61263  1.01787  2.79283
Cl  -1.81532  -0.35120  7.57249
C  -1.33390  0.22320  6.00208
Cl  -0.24593  1.72416  6.07866
H  -0.69905  -0.49744  5.51308
H  -2.18329  0.58054  5.42925

Values from the calculation:
lowest unoccupied orbital energy: 0.119 eV
HOMO energy: -0.332 hartree

- The lowest lowest unoccupied orbital energy belongs to which entry?
  C24H42Cl2F2N2O8SSr